1.
{"formula": "C24H36MnN2Si", "method": "ωB97M-V/def2-TZVPD", "multiplicity": 6, "homo_ev": [-6.02, -7.15], "orbital_gap_ev": [6.7, 7.7], "symbols": ["Mn", "Si", "N", "N", "C", "C", "C", "C", "C", "C", "C", "C", "C", "C", "C", "C", "C", "C", "C", "C", "C", "C", "C", "C", "C", "C", "C", "C", "H", "H", "H", "H", "H", "H", "H", "H", "H", "H", "H", "H", "H", "H", "H", "H", "H", "H", "H", "H", "H", "H", "H", "H", "H", "H", "H", "H", "H", "H", "H", "H", "H", "H", "H", "H"], "positions_angstrom": [[0.44400, 1.01430, 0.21852], [-0.11906, 0.47819, -1.87415], [-0.53272, -0.84323, 3.95715], [1.42186, -1.31253, 1.55075], [-2.81904, 1.24249, -2.65399], [-0.66873, 0.06402, 5.10467], [1.26250, -0.39075, -2.73611], [0.78415, -2.59481, 1.21322], [1.22536, -1.67596, -3.29915], [-2.62572, -0.91331, 0.58050], [-3.67524, 1.87663, -3.56346], [3.28801, 0.15609, -3.92965], [0.13729, 3.09463, 0.54429], [2.20551, -2.01007, -4.25719], [-1.10069, 1.18771, -4.39499], [1.79928, -1.20278, 2.97318], [-3.24192, 2.19529, -4.86765], [2.58495, -1.02731, 0.70851], [-1.96747, 1.81171, -5.29653], [2.35550, 0.48298, -2.95515], [1.25005, 2.52030, 1.33295], [-1.08101, 2.65852, 1.15740], [0.63447, 1.90808, 2.49375], [-1.48633, 0.96844, -3.05834], [3.20197, -1.08281, -4.59931], [0.72467, -1.61817, 3.97766], [-0.77926, 1.98792, 2.36400], [-1.73087, -1.66744, 3.82818], [0.48797, 1.81308, -1.25419], [0.21426, 0.71760, 5.16470], [2.15685, -2.98176, -4.76307], [3.90535, -1.30741, -5.40475], [0.42725, -2.36323, -3.01587], [2.40630, 1.43497, -2.40151], [-0.09656, 0.88868, -4.71121], [3.35452, -1.81190, 0.77411], [-1.58075, 0.67475, 4.97128], [1.16207, -1.47906, 4.98951], [4.04306, 0.89144, -4.19111], [1.19700, 1.53027, 3.35872], [-0.13808, -2.72926, 1.76124], [-1.66268, -2.56992, 4.46394], [2.25350, -0.94099, -0.33383], [-4.67660, 2.15029, -3.24662], [-2.06368, 2.95645, 0.82169], [2.12429, -0.17358, 3.15996], [-1.60165, -0.73412, 0.35844], [-1.52662, 1.60439, 3.06429], [2.30791, 2.62182, 1.09001], [-0.76483, -0.48234, 6.06926], [-2.82004, -2.00771, 0.67358], [0.56232, -2.62399, 0.14320], [3.01125, -0.07127, 1.01366], [-3.12538, 0.95787, -1.62874], [-2.71400, -0.24372, 1.47450], [1.44635, -3.44970, 1.44409], [-3.22117, -0.47187, -0.21804], [0.23681, 3.76030, -0.30851], [-3.88942, 2.75183, -5.54789], [-1.85336, -1.98042, 2.78272], [-1.61103, 2.01113, -6.31523], [2.64592, -1.89140, 3.20626], [-2.59522, -1.07020, 4.14691], [0.50659, -2.68918, 3.88943]], "lowdin_charge": [0.5738, 0.6710, -0.2573, -0.2687, -0.0971, -0.1192, -0.3897, -0.0770, -0.0955, -0.0593, -0.0902, -0.0890, -0.2469, -0.0866, -0.1065, -0.1967, -0.0926, -0.1139, -0.0918, -0.1367, -0.2388, -0.1625, -0.1553, -0.3088, -0.0915, -0.1927, -0.1388, -0.1052, -0.0379, 0.0784, 0.1015, 0.0984, 0.1015, 0.0918, 0.0971, 0.0962, 0.0756, 0.1208, 0.0990, 0.0822, 0.0553, 0.0873, 0.0504, 0.0957, 0.1015, 0.0920, -0.0789, 0.0838, 0.1009, 0.0895, 0.0452, 0.0820, 0.0800, 0.0777, 0.0331, 0.0953, -0.0023, 0.1034, 0.0989, 0.0418, 0.1041, 0.1275, 0.0868, 0.1076]}

=====

2.
{"formula": "C24H36MoN2Si", "method": "ωB97M-V/def2-TZVPD", "multiplicity": 3, "homo_ev": [-13.10, -13.09], "orbital_gap_ev": [4.2, 4.4], "total_charge": 2, "symbols": ["Mo", "Si", "N", "N", "C", "C", "C", "C", "C", "C", "C", "C", "C", "C", "C", "C", "C", "C", "C", "C", "C", "C", "C", "C", "C", "C", "C", "C", "H", "H", "H", "H", "H", "H", "H", "H", "H", "H", "H", "H", "H", "H", "H", "H", "H", "H", "H", "H", "H", "H", "H", "H", "H", "H", "H", "H", "H", "H", "H", "H", "H", "H", "H", "H"], "positions_angstrom": [[0.83719, 1.68188, 0.54979], [-1.07741, -2.93467, 0.38888], [-0.66117, 2.50302, -0.81012], [2.00665, 3.17556, -0.51276], [3.18754, 2.36576, -0.86013], [-2.27954, -2.87195, -1.09172], [1.73621, 2.35685, 2.48533], [-1.29907, 3.80100, -0.38442], [0.46375, 3.02096, 2.29115], [1.92470, -3.42353, 0.97485], [0.94576, -0.48055, -0.57597], [1.46918, 0.93582, 2.48577], [-2.28818, -2.60548, -2.43785], [1.10837, -5.80173, 2.17441], [-1.79802, 1.47360, -0.90088], [-3.46740, -2.71351, -3.17605], [0.07199, 0.70489, 2.31641], [2.64983, -3.98971, 2.03564], [0.09569, 2.66515, -2.02752], [-4.70552, -3.01345, -1.15885], [0.57711, -3.86592, 0.73662], [1.25902, 3.58826, -1.76697], [0.38147, -5.25983, 1.10438], [-3.53688, -2.99719, -0.45321], [-4.67001, -2.94760, -2.53190], [2.56626, 4.38683, 0.13692], [2.21846, -5.13611, 2.68818], [-0.55536, 2.01027, 2.18112], [3.56227, -3.52057, 2.34809], [0.46878, 1.69378, -2.37589], [3.13460, 4.08352, 1.01646], [-5.60623, -2.97913, -3.08494], [-0.44643, -0.24765, 2.43424], [-0.53097, 4.56825, -0.31578], [2.87793, 1.42391, -1.31807], [0.79521, -6.75419, 2.60127], [2.38662, -2.67056, 0.32017], [1.34026, -0.41670, 0.41532], [-1.82485, 3.68311, 0.55874], [1.99558, 3.64806, -2.59069], [3.71237, 2.14430, 0.07657], [-0.36548, -5.89577, 0.57289], [1.47355, -1.14991, -1.13839], [3.25503, 4.89097, -0.59062], [-1.49380, 0.49988, -1.40152], [-5.63216, -3.11013, -0.60534], [0.30050, 4.12161, 2.23941], [-1.37920, -2.36675, -2.94570], [-2.26272, 1.29068, 0.10095], [0.13842, -0.06308, -1.14186], [-1.57890, -1.50131, 0.52619], [2.70954, 2.83558, 2.59470], [-2.62023, 1.95210, -1.48043], [-3.47132, -2.64125, -4.26175], [-1.82126, -3.66558, 1.31560], [2.74190, -5.54862, 3.53499], [2.18935, 0.17991, 2.65358], [1.79319, 5.09447, 0.46860], [3.84130, 2.95642, -1.55745], [0.90764, 4.64769, -1.66074], [-2.01638, 4.00264, -1.17434], [-1.61137, 2.19442, 2.17003], [-0.54649, 3.08875, -2.79207], [-3.57686, -3.09747, 0.62667]], "lowdin_charge": [1.5368, 0.7615, -0.3802, -0.3836, -0.0840, -0.3367, -0.1221, -0.0188, -0.1361, -0.1216, 0.0143, -0.1798, -0.1257, -0.0727, -0.0269, -0.0766, -0.1526, -0.1004, -0.1976, -0.0841, -0.2857, -0.1398, -0.1017, -0.1723, -0.0792, -0.0583, -0.0751, -0.1658, 0.0958, 0.1245, 0.0787, 0.1154, 0.1286, 0.0814, 0.0771, 0.1165, 0.0804, -0.0363, 0.0896, 0.1497, 0.1013, 0.1252, 0.0093, 0.1318, 0.0929, 0.1159, 0.1469, 0.0864, 0.1010, -0.0276, -0.0128, 0.1286, 0.1149, 0.1112, -0.0202, 0.1110, 0.1243, 0.1004, 0.1310, 0.1361, 0.1116, 0.1233, 0.1492, 0.0719]}

=====

3.
{"formula": "C24H36N2O8S6SiTi", "method": "ωB97M-V/def2-TZVPD", "homo_ev": -2.39, "orbital_gap_ev": 6.5, "total_charge": -2, "symbols": ["Ti", "S", "S", "S", "S", "S", "S", "Si", "O", "O", "O", "O", "O", "O", "O", "O", "N", "N", "C", "C", "C", "C", "C", "C", "C", "C", "C", "C", "C", "C", "C", "C", "C", "C", "C", "C", "C", "C", "C", "C", "C", "C", "H", "H", "H", "H", "H", "H", "H", "H", "H", "H", "H", "H", "H", "H", "H", "H", "H", "H", "H", "H", "H", "H", "H", "H", "H", "H", "H", "H", "H", "H", "H", "H", "H", "H", "H", "H"], "positions_angstrom": [[-0.56973, 1.93104, -0.29234], [-3.87864, 5.39072, 0.26370], [-4.84095, 1.24323, -0.52181], [-7.29876, 0.73631, 1.09579], [-5.85522, 3.33925, 1.09965], [-2.56935, 2.78965, -1.69211], [0.12792, 0.34899, -2.12369], [0.58974, -1.40569, -1.10392], [0.64760, -2.71852, -2.12151], [2.26932, 5.98386, -1.10763], [-0.48396, -1.85381, 0.05733], [2.03535, -1.24992, -0.35710], [0.22526, 3.74768, -0.72205], [4.81362, 4.93877, -0.05278], [1.40702, 1.63401, 0.43964], [4.33020, 2.21092, 0.98121], [-0.88403, 2.39022, 2.90115], [-1.90411, 1.35113, 1.00313], [2.41973, -3.32827, 0.81392], [1.30280, -2.87745, -3.37444], [2.60960, -2.09027, -3.42450], [-2.53939, -1.88900, -1.25496], [2.44406, 4.87385, -0.63257], [1.58648, -4.37185, -3.50352], [-2.51764, -2.03488, 1.24174], [-1.61049, 1.63919, 3.90176], [3.76102, 4.34216, -0.08419], [1.49273, 3.78652, -0.43586], [0.36294, 2.99095, 3.31426], [-1.64030, -3.94218, -0.12968], [3.51215, 2.93421, 0.43816], [-1.05350, 2.07151, 1.59727], [0.35945, -2.42149, -4.48347], [-2.34149, 5.21475, 1.20205], [1.91093, -1.19785, 2.05211], [4.06429, -1.42921, 0.80802], [-6.08938, 1.73259, 0.54324], [2.58853, -1.81002, 0.82886], [2.09399, 2.67247, 0.16571], [-3.92582, 2.73474, -0.60538], [-1.79272, -2.42547, -0.03940], [-4.43559, 3.72968, 0.15469], [-2.51259, 4.63720, 2.10812], [-3.56105, -2.27518, -1.26468], [-1.06557, -4.20778, -1.01637], [-2.57464, -0.79977, -1.22706], [2.87541, -3.74759, -0.08554], [-1.95805, -2.39777, 2.10728], [0.82282, -2.56634, -5.46215], [2.25561, -4.69446, -2.70471], [0.84721, -1.43676, 2.05285], [3.11969, -2.27483, -4.37271], [0.11217, -1.36823, -4.35679], [2.36676, -1.58679, 2.96674], [2.89887, -3.77275, 1.68997], [3.26272, -2.38818, -2.60447], [-2.60037, -0.94941, 1.30754], [-3.51836, -2.47196, 1.26185], [-1.85700, 2.28352, 4.75041], [1.36234, -3.59254, 0.81936], [4.57074, -1.80896, 1.69901], [1.10549, 2.23615, 3.60249], [0.65483, -4.93309, -3.41954], [0.77161, 3.57160, 2.48766], [0.19282, 3.65684, 4.16567], [-2.52919, 1.26068, 3.45614], [-1.57125, 4.75219, 0.58751], [-2.03990, -2.18750, -2.17831], [-2.62204, -4.41949, -0.17942], [4.16374, -0.34347, 0.78002], [-0.56511, -3.00057, -4.44421], [2.02539, -0.11451, 2.01886], [2.41971, -1.02063, -3.33110], [-1.11697, -4.31663, 0.75255], [2.04951, -4.59765, -4.46674], [-1.02421, 0.78717, 4.27176], [4.54655, -1.85122, -0.07625], [-2.03132, 6.22622, 1.46382]], "lowdin_charge": [0.6667, 0.7891, 0.8943, 0.4127, 0.8699, 0.5488, 0.4077, -0.1189, -0.1595, 0.0674, -0.1526, -0.1431, -0.1707, 0.0952, -0.1300, 0.0778, -0.2166, -0.0026, -0.0279, -0.6644, -0.0415, -0.0435, -0.2992, -0.0390, -0.0314, -0.0686, -0.2646, -0.2753, -0.0618, -0.0343, -0.2737, -0.4635, -0.0432, -0.3827, -0.0217, -0.0243, -1.5316, -0.6348, -0.3099, -1.1233, -0.6360, -1.0160, 0.0351, 0.0883, 0.0715, 0.0485, 0.0782, 0.0815, 0.0794, 0.0775, 0.0757, 0.0832, 0.0464, 0.0821, 0.0799, 0.0793, 0.0511, 0.0841, 0.0750, 0.0698, 0.0807, 0.0887, 0.0796, 0.0845, 0.0787, 0.0781, 0.0063, 0.0720, 0.0806, 0.0729, 0.0827, 0.0733, 0.0622, 0.0785, 0.0782, 0.0839, 0.0787, 0.0301]}

=====

Number 1: strongest force on any atom 0.073 Eh/bohr, electronic energy -2485.9293 Eh. Number 2: strongest force on any atom 0.090 Eh/bohr, electronic energy -1402.4538 Eh. Number 3: strongest force on any atom 0.009 Eh/bohr, electronic energy -5176.0417 Eh.